Molecular formula: C4H7NO
Method: DFT, the ωB97M-V functional and the def2-TZVPD basis

Last columns: bonded neighbours and bond lengths (Å).
Geometry (Å):
1 C 0.57 1.16 -0.20  N5 1.491, C6 1.572, H7 1.100, H9 1.056
2 H 0.88 -1.57 -1.23  C11 1.128
3 O 2.81 -0.07 0.27  C6 1.219
4 H 0.60 -1.65 0.64  C11 1.114
5 N -0.43 0.08 -0.45  C1 1.491, C11 1.516, C13 1.424
6 C 1.66 0.03 -0.13  C1 1.572, O3 1.219, C11 1.506
7 H 0.55 1.70 0.75  C1 1.100
8 H -1.67 -0.13 1.41  C13 1.148
9 H 0.63 1.89 -0.97  C1 1.056
10 H -2.36 0.72 -0.01  C13 1.093
11 C 0.59 -1.02 -0.28  H2 1.128, H4 1.114, N5 1.516, C6 1.506
12 H -2.17 -1.06 -0.05  C13 1.143
13 C -1.66 -0.08 0.26  N5 1.424, H8 1.148, H10 1.093, H12 1.143

Computed properties:
- E_tot (hartree) = -286.538668
- energy relative to the best compared isomer or geometry (same formula, charge and spin) (kJ/mol) = 244.12
- SMILES = CN1CC(=O)C1
- E_LUMO (eV) = 0.88
- orbital gap (eV) = 9.97